(i)
ORCA calculation (ωB97M-V with the def2-TZVPD basis set) on one molecule with the formula C6H14N2.

Summary:
SMILES: C=C[C@@](C)(CC)NN
LUMO energy in eV: 1.0

Each line ends with the Löwdin charge.
Element x y z (Å)
C 0.854 1.071 -0.933  -0.0442
N -1.543 0.847 -0.237  -0.1021
C -0.193 0.271 -0.151  -0.5749
N -2.049 0.837 -1.567  -0.0053
C -0.261 -1.182 -0.577  -0.1053
H -1.526 1.786 0.167  0.1155
H -1.760 1.653 -2.116  0.0740
H -3.062 0.824 -1.518  0.0729
H 0.918 2.093 -0.557  0.0822
H 1.834 0.607 -0.851  0.0812
H 0.579 1.093 -1.987  0.0731
H 0.162 -1.354 -1.560  0.0982
H -1.272 -1.574 -0.500  0.0992
C 0.667 -2.063 0.569  -0.0781
C 0.120 0.160 1.344  -0.1819
C 1.218 0.634 1.951  0.0121
H -0.758 -0.166 1.885  0.1148
H 0.534 -2.122 1.647  0.0584
H 1.706 -1.894 0.294  0.0622
H 0.416 -3.086 0.294  0.0460
H 1.983 1.182 1.427  0.0483
H 1.433 0.383 2.978  0.0537

=====

(ii)
ORCA calculation (ωB97M-V with the def2-TZVPD basis set) on one molecule with the formula C6H14N2.

Summary:
SMILES: C=CC[C@H](N)CNC
LUMO energy in eV: 1.1

Each line ends with the Löwdin charge.
Element x y z (Å)
N -0.019 0.060 2.252  0.0265
C 0.014 -0.093 0.782  -0.3820
C -0.158 1.194 -0.051  -0.1701
C -1.685 1.291 -0.210  -0.1937
C -2.364 2.385 0.044  0.0068
C 1.395 -0.730 0.166  -0.1925
N 1.406 -1.117 -1.252  -0.1317
C 1.003 -2.493 -1.713  -0.0969
H 0.214 0.957 2.613  0.0479
H 0.771 -0.499 2.645  0.0723
H -0.836 -0.827 0.590  0.1348
H 0.463 1.055 -1.025  0.1174
H 0.251 2.219 0.174  0.1234
H -2.109 0.401 -0.408  0.0510
H -3.445 2.399 -0.113  0.0629
H -1.743 3.164 0.451  0.0522
H 2.186 0.046 0.201  0.1031
H 1.639 -1.731 0.872  0.1601
H 0.918 -0.561 -1.856  0.0302
H 1.425 -3.203 -0.996  0.0700
H 1.372 -2.637 -2.671  0.0485
H -0.039 -2.708 -1.575  0.0598

=====

Which one sits at the bottom of the stability order? (ii) does.

=====

(i)
ORCA calculation (ωB97M-V with the def2-TZVPD basis set) on a 2-piece molecular cluster, C6H14N2 overall.

Summary:
SMILES: [H]/N=C(/C)N.C=C(C)C
LUMO energy in eV: 0.8

Each line ends with the Löwdin charge.
Element x y z (Å)
C 1.609 0.863 1.164  -0.0377
C 1.970 0.094 -0.069  -0.5845
N 2.494 -1.150 0.165  0.1179
N 1.805 0.623 -1.206  0.1019
H 2.626 -1.782 -0.607  0.0927
H 2.419 -1.560 1.079  0.0898
H 2.076 0.036 -1.992  0.0455
H 0.716 0.431 1.614  0.0641
H 2.423 0.825 1.885  0.0768
H 1.404 1.894 0.898  0.0791
C -1.469 -1.209 -0.952  -0.0701
C -1.487 1.297 -0.665  -0.0743
C -1.690 -0.045 -0.034  -0.4413
C -2.024 -0.198 1.237  0.0119
H -2.204 -1.197 -1.755  0.0808
H -1.548 -2.155 -0.421  0.0727
H -0.483 -1.134 -1.408  0.0621
H -2.142 1.409 -1.528  0.0803
H -1.694 2.098 0.039  0.0753
H -0.457 1.385 -1.013  0.0472
H -2.159 -1.172 1.680  0.0538
H -2.185 0.644 1.889  0.0562

=====

(ii)
ORCA calculation (ωB97M-V with the def2-TZVPD basis set) on one molecule with the formula C6H14N2.

Summary:
LUMO energy in eV: -2.8

Each line ends with the Löwdin charge.
Element x y z (Å)
C 1.152 2.355 1.036  -0.0897
C 0.346 1.076 1.185  -0.5310
C -0.177 0.711 -0.228  -0.1772
C -0.737 -0.700 -0.293  -0.3871
C 0.400 -1.737 -0.413  -0.3356
N 0.443 -2.364 -1.663  0.1110
C -1.864 -0.816 -1.326  -0.0704
N 1.183 0.066 1.707  0.1370
H 1.416 2.770 2.013  0.0735
H 2.073 2.153 0.485  0.0805
H 0.579 3.133 0.522  0.0772
H -0.554 1.238 1.806  0.1468
H -0.966 1.432 -0.512  0.1211
H 0.614 0.984 -0.944  0.1269
H 0.376 -2.392 0.454  0.1179
H 1.335 -2.874 -1.682  0.0425
H 1.325 -1.058 -0.279  0.1609
H -1.990 -1.865 -1.589  0.0686
H -2.774 -0.396 -0.914  0.0751
H -1.555 -0.246 -2.200  0.0798
H 0.551 -0.631 2.118  0.0444
H -1.173 -0.838 0.717  0.1278

=====

(iii)
ORCA calculation (ωB97M-V with the def2-TZVPD basis set) on one molecule with the formula C6H14N2.

Summary:
SMILES: CC1(C)[C@H](CN)[C@@H]1N
LUMO energy in eV: 0.9

Each line ends with the Löwdin charge.
Element x y z (Å)
C 0.184 -0.753 0.088  -0.4601
C 1.460 -0.027 -0.292  -0.2828
C 0.515 0.590 0.704  -0.1901
C -0.338 1.809 0.452  -0.2565
C 0.260 -1.968 0.986  -0.0419
C -0.889 -0.884 -0.977  -0.0461
N 1.687 0.531 -1.592  0.0540
N -1.624 1.619 1.114  0.0092
H 2.387 -0.423 0.114  0.1383
H 0.838 0.542 1.737  0.1375
H 0.874 1.045 -1.928  0.0579
H 1.895 -0.208 -2.257  0.0772
H -2.013 0.726 0.852  0.0507
H -2.279 2.343 0.842  0.0673
H 0.139 2.687 0.894  0.1141
H -0.437 2.006 -0.628  0.0970
H 0.485 -2.863 0.402  0.0819
H -0.688 -2.124 1.498  0.0799
H 1.039 -1.844 1.737  0.0800
H -1.112 0.060 -1.467  0.0672
H -0.567 -1.594 -1.742  0.0855
H -1.814 -1.268 -0.539  0.0800

=====

(iv)
ORCA calculation (ωB97M-V with the def2-TZVPD basis set) on one molecule with the formula C6H14N2.

Summary:
SMILES: CC1(C)C[C@]1(N)CN
LUMO energy in eV: 1.0

Each line ends with the Löwdin charge.
Element x y z (Å)
C 0.368 -0.453 0.043  -0.4609
C -0.953 0.173 0.133  -0.4233
C -0.209 -0.170 1.398  -0.0290
C 1.572 0.610 -0.421  -0.2006
C -2.193 -0.887 -0.208  -0.0153
C -1.340 1.573 -0.257  -0.0536
N 0.562 -1.789 -0.390  0.0841
N 2.805 0.335 0.277  -0.0127
H 0.612 -1.864 -1.399  0.0901
H 1.278 -2.268 0.141  0.0840
H 3.179 -0.581 0.061  0.0625
H 3.406 1.149 0.319  0.0650
H -0.560 -1.010 1.980  0.1046
H 0.252 0.613 1.985  0.1049
H 1.664 0.464 -1.510  0.0989
H 1.309 1.651 -0.247  0.0916
H -2.350 1.781 0.095  0.0793
H -3.038 -0.638 0.432  0.0622
H -1.882 -1.911 -0.018  0.0520
H -2.479 -0.779 -1.253  0.0624
H -0.674 2.314 0.180  0.0695
H -1.327 1.686 -1.341  0.0845

=====

Which one sits at the bottom of the stability order? (ii) does.

=====

(i)
ORCA calculation (ωB97M-V with the def2-TZVPD basis set) on a 6-piece molecular cluster, H12O6 overall.

Summary:
SMILES: O.O.O.O.O.O
LUMO energy in eV: 0.1

Each line ends with the Löwdin charge.
Element x y z (Å)
H -0.053 -0.282 -0.523  0.0098
H -0.963 0.846 -0.065  0.0149
H -1.801 -0.999 2.600  0.0930
H -0.686 -1.023 1.567  0.0482
H 1.797 -0.669 -2.152  0.0154
H 2.831 -1.777 -2.263  0.0374
H -0.169 -1.991 0.319  0.0026
H -1.496 -2.334 0.977  -0.0029
H -2.019 1.227 1.703  -0.0065
H -2.390 2.684 1.930  0.0460
H 2.853 2.002 -0.263  0.0276
H 3.226 2.098 -1.733  0.0279
O -0.048 0.656 -0.301  -0.0367
O -1.636 -0.891 1.656  -0.0514
O 1.921 -1.561 -2.495  -0.0502
O -0.706 -2.740 0.603  -0.0630
O -2.485 1.965 1.294  -0.0527
O 2.813 2.598 -1.020  -0.0593

=====

(ii)
ORCA calculation (ωB97M-V with the def2-TZVPD basis set) on a 6-piece molecular cluster, H12O6 overall.

Summary:
SMILES: O.O.O.O.O.O
LUMO energy in eV: 0.0

Each line ends with the Löwdin charge.
Element x y z (Å)
O -0.875 2.739 -0.335  -0.0367
H -0.513 3.035 0.500  0.0431
H -0.167 2.872 -0.965  0.0414
O 2.059 -0.123 0.686  -0.0102
H 2.292 -0.877 0.145  0.0749
H 2.554 -0.247 1.496  0.0663
O -0.247 0.541 -3.052  -0.0466
H -0.681 0.390 -3.892  0.0354
H -0.340 -0.288 -2.582  0.0056
O -1.211 -2.283 -1.198  -0.0669
H -1.327 -2.985 -0.558  0.0311
H -0.801 -1.573 -0.703  -0.0388
O -0.526 -0.240 0.480  -0.0559
H 0.413 -0.116 0.618  -0.0236
H -0.834 0.605 0.152  0.0372
O -0.197 -0.460 3.356  -0.0498
H 0.750 -0.574 3.441  0.0156
H -0.349 -0.417 2.412  -0.0220

=====

(iii)
ORCA calculation (ωB97M-V with the def2-TZVPD basis set) on a 6-piece molecular cluster, H12O6 overall.

Summary:
SMILES: O.O.O.O.O.O
LUMO energy in eV: 0.0

Each line ends with the Löwdin charge.
Element x y z (Å)
H 1.038 -2.493 0.110  0.0558
H -0.405 -2.084 0.350  -0.0378
H 0.181 1.834 -0.228  -0.0171
H -0.454 2.568 0.856  0.0071
H -0.089 -1.333 -3.026  0.0205
H 0.647 -0.998 -1.795  0.0394
H -1.620 -0.450 -1.903  -0.0672
H -2.779 0.547 -2.155  0.0782
H -0.272 0.348 5.082  0.0720
H -0.860 0.174 3.673  0.0300
H 2.018 0.248 -0.965  0.0376
H 0.772 0.087 -0.255  0.0442
O 0.314 -2.430 0.773  -0.0172
O 0.259 2.680 0.255  -0.0621
O 0.241 -1.795 -2.277  -0.0555
O -1.807 0.381 -2.162  -0.0128
O -0.096 0.593 4.114  -0.1018
O 1.317 0.764 -0.670  -0.0135

=====

Which one sits at the bottom of the stability order? (iii) does.

=====

(i)
ORCA calculation (ωB97M-V with the def2-TZVPD basis set) on a 6-piece molecular cluster, H12O6 overall.

Summary:
SMILES: O.O.O.O.O.O
LUMO energy in eV: -0.1

Each line ends with the Löwdin charge.
Element x y z (Å)
H 0.245 0.381 0.393  -0.0009
H 1.774 0.301 0.259  0.0491
H 2.131 4.713 -0.246  0.0587
H 1.981 3.495 0.592  -0.0276
H 2.613 -1.518 -1.715  0.0704
H 3.591 -2.783 -2.132  0.0035
H 0.313 -2.759 3.304  0.0688
H 0.457 -1.576 2.246  0.0045
H -2.862 0.016 -2.898  0.0239
H -2.380 -0.611 -1.517  0.0601
H -3.263 -0.431 0.378  -0.0637
H -2.435 0.752 0.921  0.0578
O 0.958 0.581 -0.185  -0.0365
O 1.583 4.308 0.461  -0.0383
O 3.286 -2.225 -1.444  -0.0792
O 0.343 -2.521 2.336  -0.0743
O -3.171 -0.370 -2.087  -0.0665
O -3.270 0.230 0.970  -0.0097

=====

(ii)
ORCA calculation (ωB97M-V with the def2-TZVPD basis set) on a 6-piece molecular cluster, H12O6 overall.

Summary:
SMILES: O.O.O.O.O.O
LUMO energy in eV: 0.2

Each line ends with the Löwdin charge.
Element x y z (Å)
O 0.395 2.952 1.803  -0.0801
H -0.448 2.842 1.308  0.0069
H 1.051 2.909 1.095  -0.0035
O 1.505 2.219 -1.248  -0.0427
H 2.302 2.740 -1.125  0.0566
H 0.761 2.833 -1.306  0.0602
O 0.289 -0.184 0.099  -0.0579
H 0.191 -0.842 -0.601  0.0240
H 0.825 0.546 -0.268  0.0229
O 0.503 -2.897 -1.105  -0.0367
H 1.288 -3.449 -1.047  0.0733
H -0.068 -3.221 -1.810  0.0735
O -1.258 -3.738 0.918  -0.0763
H -0.587 -3.579 0.235  -0.0250
H -1.254 -2.903 1.404  0.0350
O -1.770 1.504 0.856  -0.0795
H -2.557 1.452 0.299  0.0471
H -1.169 0.815 0.496  0.0023

=====

Which one sits at the bottom of the stability order? (i) does.

=====

(i)
ORCA calculation (ωB97M-V with the def2-TZVPD basis set) on C4H11N3 as an isolated structure.

Summary:
LUMO energy (spin up / spin down) in eV: 0.8 / 0.8

Each line ends with the Löwdin charge.
Element x y z (Å)
C 0.276 -1.446 0.189  -0.0679
C 0.382 0.614 1.484  -0.0406
N 0.177 0.026 0.143  -0.2952
C -1.430 0.508 -0.507  -0.3331
N -2.282 -0.369 -0.119  -0.0130
H -3.233 -0.170 -0.414  0.0358
H -1.722 1.567 -0.553  0.0874
H 1.309 0.265 1.939  0.0926
H 0.419 1.698 1.395  0.0908
H -0.537 -1.828 0.801  0.0809
H 0.148 -1.841 -0.816  0.1001
H 1.222 -1.762 0.628  0.0936
H -0.467 0.323 2.102  0.0975
C 1.042 0.624 -0.969  -0.3026
N 2.100 0.120 -1.475  0.1098
H 2.185 -0.890 -1.408  0.0370
H 1.027 1.708 -0.848  0.1129
H -0.616 0.853 -1.571  0.1140

=====

(ii)
ORCA calculation (ωB97M-V with the def2-TZVPD basis set) on a 2-piece molecular cluster, C4H11N3 overall.

Summary:
SMILES: [H]/N=C/N.C=NCC
LUMO energy in eV: 1.0

Each line ends with the Löwdin charge.
Element x y z (Å)
C 0.056 3.035 0.813  -0.1024
C -0.067 1.517 0.787  -0.3234
C 1.395 0.238 -0.480  -0.0723
N 0.384 0.990 -0.491  -0.0464
H -0.306 3.416 1.768  0.0695
H 1.100 3.322 0.711  0.0688
H -0.496 3.495 -0.003  0.0696
H -1.117 1.242 0.891  0.1023
H 0.486 1.082 1.629  0.1002
H 1.910 -0.039 0.441  0.0756
H 1.749 -0.164 -1.423  0.0635
N -0.722 -2.727 -1.724  0.0652
C -0.912 -2.421 -0.402  -0.4181
N -0.448 -3.157 0.526  0.0499
H -0.640 -1.949 -2.360  0.0786
H -0.041 -3.455 -1.886  0.0888
H -1.476 -1.505 -0.222  0.1052
H -0.854 -2.921 1.425  0.0252

=====

(iii)
ORCA calculation (ωB97M-V with the def2-TZVPD basis set) on one molecule with the formula C4H11N3.

Summary:
SMILES: [H]/N=C/NCCCN
LUMO energy in eV: 1.1

Each line ends with the Löwdin charge.
Element x y z (Å)
C 1.717 0.948 0.109  -0.3173
C 1.062 0.061 1.139  -0.2134
C -0.434 -0.243 0.863  -0.2239
N -2.449 -1.437 -1.436  0.0695
C -1.291 -0.874 -1.196  -0.3583
N -0.633 -1.222 -0.107  -0.0630
N 1.659 2.362 0.444  -0.0280
H 1.176 0.869 -0.874  0.1106
H 2.745 0.562 -0.055  0.1162
H 1.699 -0.851 1.239  0.1074
H 1.096 0.396 2.198  0.1093
H -0.736 0.706 0.385  0.1208
H -0.992 -0.600 1.715  0.1192
H -2.954 -1.052 -2.302  0.0576
H -0.841 -0.344 -2.023  0.1100
H -0.694 -2.191 0.113  0.1323
H 2.427 2.533 1.097  0.0674
H 0.713 2.703 0.711  0.0834

=====

Which one sits at the bottom of the stability order? (i) does.